1.
DFT (ωB97M-V/def2-TZVPD) results for a cluster of 3 separate species, C35H75BrF4N10O5P2 in total.

XYZ file:
```
132
Properties=species:S:1:pos:R:3:mulliken_charge:R:1
Br -1.43 -0.60 -0.41 0.121
P 2.41 -1.51 3.42 0.983
P 8.22 -0.61 4.61 0.800
F -4.68 3.61 -6.27 -0.262
F -2.02 4.08 -6.38 -0.268
F -4.63 2.14 -8.16 -0.338
F -2.35 3.27 -8.63 -0.322
O 7.09 -1.67 4.64 -0.620
O 2.45 -1.20 1.90 -0.844
O -8.52 -0.32 -3.36 -0.276
O -3.39 1.60 -4.58 0.133
O -6.16 0.70 -4.29 -0.200
N 9.52 0.60 4.57 -0.074
N -3.34 0.00 -6.53 -0.502
N 2.36 -1.87 5.16 -0.011
N 7.57 0.13 3.19 0.181
N 9.38 -1.80 4.09 0.149
N -2.93 2.22 -1.57 1.094
N -5.91 4.09 0.47 -0.542
N 0.68 -1.30 3.45 0.222
N -0.56 2.87 0.24 -0.637
N 2.73 -3.19 3.14 0.057
C -10.83 -0.28 -2.11 -0.848
C -4.04 1.13 -5.80 0.166
C -6.50 4.81 -0.69 -0.149
C 9.13 -3.19 4.53 -1.038
C -0.07 -2.31 -3.44 -0.950
C -4.19 -1.58 -1.37 -0.255
C -2.42 2.88 -7.17 0.466
C 4.08 -3.47 2.64 -1.146
C -6.04 4.89 -2.26 -0.512
C -9.16 -0.39 -2.04 -0.248
C -4.13 3.15 -1.34 0.026
C -3.29 -0.23 -1.00 0.154
C 9.93 -1.86 2.74 -1.240
C 0.11 -0.36 2.48 -1.093
C -0.26 -2.40 3.60 -1.326
C 8.29 0.83 2.13 -0.819
C 2.29 -4.33 3.93 -0.776
C 1.54 -0.96 6.00 -0.997
C -4.71 3.24 0.17 -0.447
C -4.71 3.97 -2.67 0.035
C 3.72 -1.76 5.72 -1.171
C -3.29 -2.98 -1.26 -0.953
C -8.63 1.05 -3.94 -0.580
C -4.00 2.43 -6.85 0.484
C -1.75 2.90 -2.12 -0.038
C -1.47 0.03 -3.88 0.041
C 9.10 1.80 5.33 -1.101
C 10.81 0.21 5.19 -0.983
C -5.62 0.73 -5.66 -0.977
C 6.29 0.83 3.41 -0.847
C -3.44 0.97 -2.16 -0.683
C -1.39 -1.62 -4.17 -0.369
C -0.33 2.65 -1.27 -0.432
C -3.01 0.52 -3.66 -0.062
C -7.15 1.76 -4.05 0.156
H -4.03 -3.84 -1.64 0.349
H -11.25 -0.49 -3.18 0.223
H -1.65 2.02 -6.97 0.102
H 0.41 -1.52 -2.71 0.150
H -1.93 4.07 -2.01 0.478
H 5.73 0.92 2.47 0.408
H 10.68 -2.65 2.65 0.432
H -3.45 -0.92 -6.05 0.338
H 6.44 1.84 3.80 0.320
H 1.21 -4.35 4.10 0.190
H 2.78 -4.38 4.91 0.244
H 1.70 -1.17 7.07 0.360
H 8.70 1.79 2.46 0.276
H -5.76 -0.37 -6.10 0.180
H 7.62 1.04 1.28 0.382
H -0.11 -2.93 4.54 0.393
H 8.20 2.25 4.92 0.243
H -5.03 -1.71 -0.53 0.344
H 10.66 -0.19 6.20 0.355
H -1.30 2.23 0.59 0.167
H -2.40 -2.16 -3.94 0.308
H 2.50 -5.27 3.42 0.383
H -0.39 -3.31 -2.88 0.231
H 10.47 -0.95 2.50 0.379
H -4.77 -1.49 -2.38 0.158
H -1.11 0.52 -4.91 -0.027
H -11.35 -0.99 -1.31 0.308
H 0.73 0.55 2.40 0.243
H -0.88 -0.02 2.78 0.417
H 4.42 -2.44 5.24 0.240
H 0.70 -2.59 -4.27 0.337
H -11.08 0.83 -1.75 0.246
H -0.20 -3.10 2.76 0.319
H -3.70 -0.41 -3.95 0.313
H 0.34 2.72 0.76 0.291
H -6.91 2.18 -2.96 -0.241
H -1.46 2.75 -3.24 -0.155
H -1.29 -2.04 3.67 0.417
H 4.43 -2.71 1.94 0.293
H 11.36 -0.52 4.60 0.284
H -4.26 3.92 -3.75 0.320
H 4.12 -0.74 5.60 0.311
H 4.11 -4.43 2.11 0.365
H 9.09 0.24 1.69 0.195
H -3.08 -3.18 -0.12 0.288
H 8.91 1.55 6.38 0.391
H -8.72 0.39 -1.26 0.237
H 1.79 0.09 5.81 0.362
H -8.96 -1.46 -1.54 0.273
H 10.05 -3.79 4.47 0.338
H -7.47 5.45 -0.44 0.283
H 5.65 0.29 4.11 -0.080
H -4.19 2.61 1.02 0.290
H -9.28 1.75 -3.24 0.322
H -6.63 5.53 -3.07 0.299
H 3.74 -2.01 6.79 0.478
H 0.17 1.62 -1.50 0.161
H 0.03 -0.81 1.48 0.054
H -3.71 -0.15 -7.49 0.343
H -9.07 0.95 -5.02 0.240
H -2.32 -2.96 -1.91 0.003
H -6.30 1.41 -6.36 0.340
H 9.87 2.58 5.30 0.421
H 4.81 -3.52 3.46 0.402
H -0.70 0.39 -3.08 -0.076
H 0.45 3.49 -1.59 0.337
H 9.15 -2.05 1.99 0.294
H -7.09 2.68 -4.77 0.419
H -1.21 -1.77 -5.34 0.292
H 11.49 1.07 5.26 0.375
H -3.85 0.24 -0.05 0.260
H 0.47 -1.10 5.86 0.309
H -4.63 1.10 -2.22 -0.467
H 8.81 -3.22 5.57 0.303
H 8.37 -3.68 3.91 0.311
```

Kohn-Sham gap	6.61	eV
spin multiplicity	1
SMILES string	CCC[C@H](O[C@@](N)(COCCOCC)C(F)(F)C(F)F)[C@@H]([C@H](Br)CC)N(CCN)c1cccnc1.CN(C)P(=O)(N(C)C)N(C)C.CN(C)P(=O)(N(C)C)N(C)C
E_tot	-162117.343	eV
M	933.894	g/mol

***

2.
DFT (ωB97M-V/def2-TZVPD) results for a cluster of 12 separate species, C35H77F6N6O18S5 in total.

XYZ file:
```
147
Properties=species:S:1:pos:R:3:mulliken_charge:R:1
S -0.05 -0.43 6.45 0.634
S -0.18 1.42 1.43 1.041
S -0.56 -0.98 0.83 0.527
S -6.33 0.87 -0.75 0.470
S 2.25 0.90 -4.35 0.698
F -0.19 3.08 -0.69 0.041
F -2.08 2.37 -0.08 -0.144
F -1.06 3.91 1.13 -0.112
F 1.14 -2.01 -0.90 -0.118
F -0.95 -2.41 -1.36 0.161
F 0.04 -3.52 0.21 -0.128
O -0.01 -7.53 2.10 -0.584
O 0.17 -1.42 2.02 -0.507
O -1.38 -0.84 5.93 -0.682
O 4.50 -1.95 -0.81 -0.734
O 1.00 5.48 5.52 -0.633
O -6.31 -0.41 -1.58 -0.595
O 1.15 1.76 1.89 -0.167
O 4.26 -4.90 -2.81 -0.664
O -4.61 2.09 -3.95 -0.744
O 1.50 1.30 -5.60 -0.716
O -6.13 -3.63 -3.38 -0.673
O -1.04 -5.62 1.44 -0.110
O -2.01 -1.05 0.89 -0.651
O 1.37 3.35 6.08 -0.167
O -4.33 -2.57 -4.13 -0.165
O -1.23 1.27 2.42 -0.676
O 1.68 6.43 0.46 -0.578
O 5.57 4.33 -2.31 -0.660
N 4.47 -1.30 1.38 0.221
N -0.01 0.28 0.15 0.137
N -0.04 6.42 -1.02 0.193
N 2.07 -4.92 -3.42 0.145
N 4.61 3.14 -0.64 0.218
N -2.65 1.30 -3.20 0.331
C -1.26 -6.05 0.13 -0.666
C 1.61 3.50 8.49 -1.139
C 2.28 3.67 7.11 -0.260
C -0.53 -6.48 2.37 0.611
C 1.77 1.95 -2.94 0.613
C 1.10 -0.71 5.09 -0.537
C 0.06 3.77 4.15 0.054
C -0.62 -5.88 3.74 -0.943
C -0.93 2.83 0.40 -0.239
C -4.70 -2.80 -5.47 -0.320
C -5.08 0.71 0.57 -0.693
C -7.84 0.98 0.22 -1.070
C -2.37 -5.24 -0.49 -0.733
C 5.74 -1.88 1.71 -1.110
C -3.83 -1.96 -6.39 -1.025
C -4.48 -2.93 -1.80 0.456
C -1.73 0.22 -2.79 0.290
C 3.72 -0.68 2.49 -0.810
C 0.50 -1.73 7.64 -1.017
C 0.81 4.30 5.32 0.289
C -5.10 -3.02 -3.16 0.496
C 0.68 5.82 -2.11 -0.992
C 4.59 4.08 -1.62 0.244
C 4.01 1.36 -4.54 -0.904
C -1.49 6.45 -1.14 -0.937
C 3.96 -1.42 0.14 0.427
C 0.52 6.66 0.17 0.013
C -3.97 1.20 -3.40 -0.018
C 5.69 2.19 -0.49 -1.009
C 2.12 -6.08 -4.29 -1.033
C 3.41 2.90 0.14 -0.351
C -0.05 -2.32 -0.38 -0.116
C 3.11 -4.52 -2.66 0.263
C -1.88 2.53 -3.50 -0.295
C 0.85 -4.14 -3.46 -0.762
H -4.15 0.21 0.31 -0.101
H 0.10 -2.66 7.24 0.288
H -0.85 -6.61 4.51 0.350
H 6.34 -1.23 2.36 0.365
H -1.00 0.07 -3.59 0.185
H 0.43 6.21 -3.10 0.369
H -1.27 2.47 -2.60 -0.556
H 0.83 2.74 8.42 0.267
H -3.41 -2.81 -1.96 -0.516
H 0.35 -5.39 3.89 0.208
H 3.67 4.67 -1.63 0.285
H 1.72 -5.92 -5.29 0.315
H -2.70 -5.61 -1.45 0.438
H -2.15 -4.18 -0.47 -0.120
H 0.24 -4.31 -2.56 0.001
H -0.34 -6.10 -0.47 0.241
H 0.97 -3.07 -3.60 0.333
H 2.77 -3.76 -1.94 0.253
H 1.64 -6.92 -3.77 0.310
H -8.61 1.31 -0.48 0.354
H -2.28 -0.72 -2.80 -0.088
H 1.74 6.01 -1.97 0.307
H 2.72 3.73 0.07 0.062
H -3.24 -5.32 0.18 0.481
H -4.60 -3.87 -1.27 0.330
H -0.16 7.06 0.94 0.384
H -4.71 -3.88 -5.64 0.317
H -3.89 -0.91 -6.11 0.220
H 0.58 4.24 3.32 0.112
H -1.96 5.52 -0.79 0.249
H 4.48 0.81 -5.34 0.403
H 1.99 -0.16 5.41 0.415
H 0.10 2.69 4.03 -0.201
H 4.05 0.36 2.45 0.300
H 5.67 -2.85 2.21 0.323
H 2.64 -0.75 2.35 0.047
H 3.04 2.89 7.14 0.279
H 4.46 1.21 -3.57 0.127
H 5.94 2.12 0.57 0.333
H 2.28 2.90 -3.10 0.365
H 1.29 -1.78 4.99 0.485
H -2.52 3.40 -3.41 0.413
H 3.14 -6.44 -4.40 0.363
H -5.73 -2.58 -5.77 0.315
H 2.89 4.56 7.04 0.343
H 3.00 -0.88 0.03 0.201
H 3.71 2.72 1.18 0.304
H -1.24 2.44 -4.37 0.389
H -1.88 7.33 -0.63 0.402
H -4.96 1.72 0.95 0.489
H 1.57 -1.71 7.81 0.334
H 0.56 4.73 -2.14 0.254
H -4.88 -2.07 -1.27 -0.053
H -5.47 0.10 1.39 0.440
H 6.27 -2.07 0.78 0.347
H -1.80 6.48 -2.18 0.292
H -2.78 -2.16 -6.14 0.248
H 1.08 4.42 8.76 0.313
H 0.00 -1.48 8.58 0.356
H 3.92 2.43 -4.75 0.357
H -7.87 1.73 1.01 0.386
H 0.70 2.12 -3.00 -0.891
H -4.00 -2.12 -7.45 0.383
H -1.38 -5.10 3.73 0.269
H 5.44 1.21 -0.89 0.277
H -4.46 0.30 -3.01 0.538
H -8.11 0.02 0.65 0.302
H -1.35 0.54 -1.83 -0.311
H -0.99 4.07 4.16 0.353
H 2.00 1.47 -1.99 -0.107
H 2.36 3.33 9.26 0.394
H 2.91 1.96 -0.11 -0.096
H 6.58 2.52 -1.01 0.362
H 3.98 -1.14 3.44 0.457
H 0.80 -0.23 4.16 -0.276
H -1.60 -7.10 0.14 0.550
H 0.12 -4.46 -4.21 0.402
```

Kohn-Sham gap	8.72	eV
spin multiplicity	1
E_tot	-153818.901	eV
net charge	-1
M	1144.348	g/mol

***

3.
DFT (ωB97M-V/def2-TZVPD) results for a cluster of 4 separate species, C35H78BFNO10S2 in total.

XYZ file:
```
128
Properties=species:S:1:pos:R:3:mulliken_charge:R:1
S 3.03 -3.45 0.36 -0.254
S 3.68 -2.68 -2.49 -0.193
F -0.13 2.09 3.27 -0.388
O 4.44 2.57 0.37 -0.218
O -3.98 -3.98 -2.79 -0.164
O -4.83 -1.80 5.96 -0.241
O -2.52 -5.65 -4.92 -0.452
O -2.09 4.51 -3.28 -0.300
O -3.32 1.81 6.16 -0.313
O -5.11 4.28 -2.61 -0.237
O -0.42 -5.20 -2.71 -0.196
O -1.86 -0.90 5.98 -0.396
O -3.13 7.41 -3.31 -0.246
N 5.42 -3.33 -0.50 -0.078
C 3.35 0.41 0.33 0.905
C 4.09 -3.12 -0.97 0.293
C 0.66 1.19 2.46 1.739
C -2.68 8.72 -3.03 -0.766
C 0.83 -0.34 -0.32 -1.403
C 5.25 3.51 1.03 -0.422
C 1.39 -2.87 -0.13 -0.598
C -3.99 3.64 -1.99 -0.615
C 7.08 -3.05 -2.43 -0.935
C -2.26 1.42 5.30 -0.534
C 6.31 -3.97 -1.47 -1.071
C -1.58 -4.60 -4.72 -0.502
C -3.13 3.11 6.66 -0.801
C -2.76 -1.18 7.04 -0.488
C -3.74 -2.28 6.73 -0.586
C 4.32 1.33 1.05 -0.998
C 1.86 1.91 -1.34 -0.401
C 7.26 -2.43 0.92 -1.507
C 0.74 -5.74 -2.12 -0.823
C 0.51 2.16 -2.02 -0.862
C -2.77 4.53 -2.03 -0.436
C -2.64 5.28 -4.32 -0.511
C -2.35 -0.04 4.96 -0.180
C 1.16 1.89 1.23 -0.830
C 0.91 -1.60 0.58 -0.425
C -4.42 -5.14 -3.45 -0.658
C 6.64 3.62 0.39 -1.142
C 1.72 0.66 3.41 -1.379
C 5.95 -2.15 0.18 0.355
C -0.27 -5.05 -4.11 -0.482
C -3.25 -6.04 -3.77 -0.353
C -6.19 3.39 -2.76 -0.775
C -5.63 -2.84 5.47 -0.768
C -2.29 6.75 -4.23 -0.585
C -4.99 -3.01 -2.65 -0.782
B 1.82 0.95 0.01 0.977
H 3.99 1.52 2.08 0.100
H -3.22 -3.08 6.19 0.338
H -2.13 -1.52 7.87 0.361
H -3.38 -0.31 4.69 0.251
H -0.25 2.51 -1.30 -0.185
H -3.29 -0.28 7.36 0.258
H 0.04 -6.00 -4.56 0.312
H -4.12 -2.71 7.68 0.440
H -4.94 -4.87 -4.39 0.352
H -3.98 3.36 7.29 0.249
H -3.72 5.16 -4.40 0.251
H 2.30 2.88 -1.08 0.055
H 7.82 -1.50 1.05 0.346
H 5.70 -4.68 -2.03 0.582
H -5.85 -3.40 -2.09 0.300
H 6.56 -2.11 -2.57 0.287
H 6.85 2.70 -0.17 0.314
H 0.75 -3.72 0.13 0.244
H -1.24 6.85 -3.93 0.341
H 1.54 -1.42 1.45 0.045
H -1.29 1.62 5.77 0.361
H -3.06 3.84 5.84 0.313
H 3.82 0.13 -0.62 0.010
H 5.35 3.25 2.09 0.309
H 0.12 1.25 -2.48 0.189
H -3.04 5.55 -1.74 0.234
H -5.35 -2.67 -3.63 0.306
H 5.33 0.87 1.13 0.495
H -3.39 9.17 -2.34 0.224
H 3.33 -0.52 0.93 -0.567
H -6.45 -2.39 4.92 0.228
H 0.93 -6.76 -2.48 0.364
H 6.06 -1.31 -0.52 0.246
H 5.20 -1.84 0.90 -0.069
H 0.58 -5.77 -1.05 0.234
H 7.02 -4.58 -0.89 0.498
H -1.37 -4.21 -5.72 0.400
H -3.76 2.70 -2.51 0.350
H -2.64 9.33 -3.94 0.303
H -2.30 2.01 4.37 0.446
H 8.09 -2.85 -2.08 0.292
H -2.60 -6.12 -2.89 0.206
H 0.50 -4.29 -4.32 0.397
H 1.62 -5.12 -2.33 0.255
H -1.71 -0.22 4.09 0.121
H 1.26 0.13 4.24 0.226
H 7.07 -2.84 1.91 0.345
H -4.23 3.41 -0.95 0.482
H 1.03 -0.66 -1.35 0.553
H 2.40 -0.01 2.88 0.209
H 6.71 4.45 -0.31 0.293
H 7.43 3.75 1.14 0.324
H -2.01 -3.79 -4.12 0.270
H -5.93 2.55 -3.42 0.313
H 2.30 1.50 3.80 0.397
H -6.05 -3.45 6.29 0.301
H 1.37 -2.78 -1.22 0.252
H 0.27 2.37 0.78 -0.389
H -2.21 3.18 7.26 0.320
H 1.83 2.70 1.53 0.256
H -0.21 0.01 -0.33 0.238
H -6.52 2.99 -1.80 0.305
H -2.05 4.13 -1.31 0.297
H -2.18 4.89 -5.24 0.369
H -7.01 3.95 -3.21 0.228
H 0.57 2.92 -2.81 0.407
H 7.90 -3.12 0.38 0.386
H -5.07 -3.50 4.80 0.317
H -1.69 8.71 -2.58 0.319
H -0.08 -1.83 0.99 0.450
H 2.54 1.46 -2.08 0.189
H -4.57 -2.17 -2.11 0.224
H -0.05 0.41 2.19 -0.244
H 4.73 4.47 0.98 0.408
H -3.65 -7.03 -4.00 0.389
H -2.40 7.21 -5.23 0.444
H 7.15 -3.51 -3.42 0.334
H -5.14 -5.68 -2.82 0.427
```

Kohn-Sham gap	7.36	eV
ΔE to the lowest compared entry with this formula, charge and spin	0.00	kcal/mol
spin multiplicity	1
E_tot	-84585.776	eV
net charge	-1
M	766.950	g/mol